# 1
A 2-piece molecular cluster, C3H4Br2O overall at a distorted geometry. Source: the Open Molecules 2025 dataset; level of theory: ωB97M-V/def2-TZVPD.

Structure (XYZ):
```
10
Properties=species:S:1:pos:R:3:forces:R:3:mulliken_spin:R:1
C 0.648344 1.159916 0.492877 -0.11 0.93 0.92 0.540
C 0.695095 -0.104299 0.108521 -1.14 0.74 -0.79 0.597
C -0.494001 -0.634058 -0.666447 -0.27 -1.22 1.54 -0.007
O 0.387820 2.271093 0.814485 0.00 0.08 0.05 0.413
Br 2.509615 -0.871168 0.041554 0.21 -0.84 -0.20 0.364
Br 3.651702 2.803587 1.052211 1.13 -0.03 -0.54 0.003
H 2.473263 2.904299 1.762034 -1.00 0.12 0.54 0.000
H -0.103788 -1.242918 -1.490050 -0.64 -0.07 0.10 0.020
H -1.136008 0.205618 -0.969030 0.46 -0.27 -0.28 0.015
H -1.185861 -1.226280 0.064261 1.35 0.55 -1.34 0.055
```
Forces are in eV/Å.

Properties
Spin multiplicity: 3
HOMO (spin up / spin down), hartree: -0.242 / -0.383
Relative energy (zero: lowest compared OMol25 entry of this formula, charge and spin), kcal per mole: 0.0
LUMO energy (spin up / spin down), eV: 0.622 / -2.393
Net charge: 0
Expectation value of S²: 2.011

---

# 2
An isolated ion of composition C10H15N2O and charge +1 at a distorted geometry. Source: the Open Molecules 2025 dataset; level of theory: ωB97M-V/def2-TZVPD.

Structure (XYZ):
```
28
Properties=species:S:1:pos:R:3:forces:R:3:mulliken_charge:R:1
C 1.792370 0.580892 1.525389 0.93 1.75 3.22 -0.974
N 0.517796 0.747481 0.839699 -0.87 -2.40 0.59 0.040
C -0.040061 2.065253 0.750071 4.07 4.40 1.94 -0.769
C 0.463390 2.575861 -0.576670 -0.94 2.91 -0.33 -0.376
C 0.209407 1.406300 -1.466519 -0.25 0.18 -3.17 -0.918
C 0.615189 0.247152 -0.621326 -0.75 -0.93 0.63 0.311
C -0.418710 -0.844091 -0.716257 -0.60 0.84 3.09 1.039
C -1.735706 -0.676837 0.014892 -0.68 0.43 -0.72 -0.476
N -2.475764 -1.643119 0.390157 0.47 -0.47 -0.44 -0.541
C -2.042896 -2.997433 0.259262 1.20 1.02 0.74 -0.276
C -0.805011 -3.333127 -0.252422 -3.27 0.63 1.14 -0.796
C 0.016990 -2.251377 -0.799996 0.83 -1.05 0.46 -0.557
O -0.437250 -1.469559 -1.886061 -0.38 -1.39 -3.08 -0.566
H 2.493531 1.302906 1.134002 0.16 0.26 -0.12 0.393
H 1.808753 0.695274 2.709434 -0.74 0.04 -2.58 0.307
H 2.183718 -0.368334 1.350985 0.41 -1.70 -0.49 0.432
H -0.185045 0.154011 1.336726 0.62 0.21 -0.46 0.469
H 0.441932 2.766206 1.578797 -1.31 -1.67 -1.28 0.312
H -1.068651 2.126409 0.798375 -2.14 -0.41 0.26 0.400
H 1.585392 2.750673 -0.594960 -1.39 0.20 0.31 0.265
H -0.143606 3.576058 -0.799858 1.65 -2.12 0.08 0.337
H -0.832496 1.231715 -1.917202 1.29 0.65 0.98 0.350
H 0.884130 1.505450 -2.356172 -0.66 -0.37 0.63 0.325
H 1.624548 -0.133526 -0.817426 -0.25 0.16 0.21 0.696
H -2.252514 0.297748 0.128298 0.81 -0.16 0.04 0.256
H -2.740405 -3.552452 0.909161 0.77 -0.73 -1.07 0.411
H -0.543756 -4.370542 -0.137381 0.72 -0.03 -0.29 0.389
H 1.084726 -2.388994 -0.782997 0.31 -0.26 -0.27 0.517
```
Forces are in eV/Å.

Properties
SMILES: C[N@H+]1CCC[C@@H]1[C@]12C=NC=C[C@H]1O2
HOMO, hartree: -0.476
Relative energy (zero: lowest compared OMol25 entry of this formula, charge and spin), kcal per mole: 60.7
LUMO energy, eV: -3.576
Net charge: +1

---

# 3
One molecule with the formula C21H24N2O3. Source: the Open Molecules 2025 dataset; level of theory: ωB97M-V/def2-TZVPD.

Structure (XYZ):
```
50
Properties=species:S:1:pos:R:3:forces:R:3:mulliken_charge:R:1
C 3.461144 0.942847 -1.915108 0.00 0.27 -0.22 -0.880
O 3.241449 -0.049825 -0.934191 -0.01 -0.24 0.26 -0.492
C 2.705190 0.325590 0.255177 -0.14 -0.06 0.18 0.459
C 2.279561 -0.709958 1.090717 0.10 0.07 -0.24 -0.131
C 1.658415 -0.433569 2.289845 0.08 0.09 0.02 -0.371
C 1.457781 0.881429 2.698915 0.12 0.13 0.12 0.718
C 0.539434 1.185214 3.856260 0.05 -0.15 -0.07 -1.573
N -0.791437 1.412673 3.298765 -0.03 0.39 0.28 -0.082
C -1.545681 0.356398 2.904879 -0.48 0.43 -0.08 0.106
O -1.397913 -0.750524 3.379857 0.18 -0.37 0.07 -0.652
C -2.626259 0.627508 1.848130 -0.21 -0.18 -0.11 0.672
C -2.737581 -0.623146 0.967267 0.21 -0.07 0.12 -1.430
C -1.442971 -0.817154 0.179934 -0.20 -0.46 0.17 -0.177
N -1.121913 0.350437 -0.615439 -0.17 0.13 0.01 0.312
C -0.442992 0.285214 -1.786059 -0.08 -0.01 0.04 0.298
O 0.109306 1.258139 -2.274905 0.23 0.07 -0.18 -0.673
C -0.451180 -1.037155 -2.485626 0.07 -0.09 -0.31 0.015
C 0.724768 -1.766984 -2.603352 -0.09 0.10 0.05 -0.188
C 0.729664 -2.959390 -3.306225 0.04 -0.05 -0.01 -0.831
C -0.430687 -3.420876 -3.904339 0.00 -0.08 -0.04 -0.460
C -1.601511 -2.688286 -3.798979 -0.07 -0.03 -0.03 -0.591
C -1.614522 -1.499907 -3.090947 0.09 0.07 0.08 0.045
C -1.094687 1.608933 0.105998 -0.04 0.45 -0.16 0.616
C -2.372926 1.813136 0.914512 0.20 -0.15 0.08 -1.958
C 1.936249 1.905559 1.892267 0.07 -0.23 0.23 -0.961
C 2.555306 1.641050 0.681999 0.12 0.01 -0.28 -0.111
H 4.221952 1.661774 -1.596884 0.00 -0.04 0.00 0.386
H 2.529435 1.461972 -2.159555 0.06 -0.03 0.03 0.299
H 3.819231 0.410092 -2.794604 -0.01 0.07 0.03 0.261
H 2.421910 -1.727295 0.760841 0.02 -0.13 -0.05 0.448
H 1.294829 -1.241883 2.906228 -0.06 -0.09 0.06 0.303
H 0.470283 0.334635 4.535228 0.05 0.16 0.02 0.390
H 0.843702 2.078150 4.404726 0.00 -0.09 0.01 0.462
H -0.904749 2.289936 2.817219 -0.06 -0.15 -0.08 0.353
H -3.569525 0.777095 2.386219 0.09 -0.03 0.01 0.364
H -2.896384 -1.500758 1.593180 -0.03 0.02 -0.05 0.427
H -3.580736 -0.518580 0.282607 -0.04 0.02 -0.02 0.489
H -1.530676 -1.682251 -0.478236 0.05 0.08 0.15 0.654
H -0.624301 -1.007034 0.887359 -0.08 -0.07 -0.09 -0.162
H 1.628399 -1.402258 -2.139558 0.12 0.07 0.06 0.478
H 1.644194 -3.527757 -3.390293 0.07 -0.05 0.00 0.420
H -0.423134 -4.349453 -4.456003 0.00 -0.07 -0.04 0.388
H -2.506623 -3.043113 -4.269880 -0.06 -0.02 -0.04 0.398
H -2.524791 -0.923021 -3.010203 -0.09 0.05 0.02 0.457
H -0.977384 2.400453 -0.638532 0.04 -0.09 0.19 0.526
H -0.215040 1.627435 0.759374 -0.10 0.03 -0.13 -0.724
H -2.321071 2.761333 1.453890 -0.01 0.06 -0.02 0.507
H -3.219332 1.884798 0.227033 -0.01 0.07 0.04 0.483
H 1.805782 2.934553 2.200155 -0.03 0.12 0.02 0.310
H 2.888023 2.463821 0.070339 0.04 0.06 -0.10 0.404
```
Forces are in eV/Å.

Properties
SMILES: COc1ccc(CNC(=O)C2CCN(C(=O)c3ccccc3)CC2)cc1
HOMO, hartree: -0.312
Relative energy (zero: lowest compared OMol25 entry of this formula, charge and spin), kcal per mole: 18.5
LUMO energy, eV: 0.707
Net charge: 0

---

Question: net charge of number 2 (C10H15N2O)?
Answer: +1

---

Question: What is the net charge in the second record?
Answer: +1

---

Question: Among the records above, which one has the highest relative energy (zero: lowest compared OMol25 entry of this formula, charge and spin)?
Answer: C10H15N2O